Density functional theory data (the ωB97M-V functional and the def2-TZVPD basis) for C27H23Br3GaN4OS as an isolated structure.

Structure (XYZ):
```
60
Properties=species:S:1:pos:R:3
H 2.49388 -4.77545 -1.18965
C -0.73842 2.13863 -0.62126
H -0.55939 -3.71929 0.73168
H 0.25920 -3.58243 -2.89464
H -2.76875 4.52751 -1.98654
H -3.58445 -2.23602 3.50361
S -1.37444 -0.65080 4.44868
C 1.92558 4.67298 1.40096
O -0.60107 0.86646 -0.62096
C -1.09402 4.97823 -0.75573
C -0.08457 -0.37745 2.20288
H 0.82273 6.33908 0.65156
C 1.99350 3.26591 1.41952
C 0.00699 -3.97410 -1.90707
C 0.91724 5.26272 0.69852
C 0.88562 -3.26900 -0.84811
H 1.07292 -3.36355 1.31900
H 0.13229 -5.06486 -1.91134
C 0.15690 0.11173 4.49065
H -1.04572 -3.74651 -1.71928
Br 2.39301 1.26305 -2.19979
H 2.66204 5.26154 1.93223
Ga 0.20950 -0.67325 0.21030
H -4.77079 -2.97216 -0.56189
N -2.08367 -1.38130 0.62807
C -4.08936 -2.56109 0.17033
C -4.32523 -2.67788 1.53300
C -1.94666 4.13373 -1.40489
C 2.35287 -3.68856 -1.12369
C 3.33724 0.44816 -0.78232
C 0.71100 0.18802 3.24825
C 5.38650 -0.28117 0.16110
H 6.46302 -0.39570 0.12538
C 4.65817 -0.76866 1.24287
C -2.29961 -1.48703 1.93872
H 2.66511 -1.02784 2.01396
H 2.99821 -3.30448 -0.32724
N 0.76578 -1.85500 -0.96549
C 0.14436 3.05570 0.08402
H 0.71176 -4.93972 0.58610
H 1.66444 0.66988 3.08008
H 2.78867 2.76711 1.97051
H 5.24106 0.70922 -1.74986
C 3.28633 -0.61991 1.22400
C -1.77208 2.74878 -1.33442
C 4.72362 0.33324 -0.87988
H -5.20821 -3.19327 1.89200
Br -2.99529 1.64728 -2.26597
Br -1.37020 6.85428 -0.90190
C -1.24451 -0.86960 2.74416
N 1.14358 2.49618 0.79886
C -2.93716 -1.90399 -0.23758
C -3.42428 -2.14174 2.43740
H 2.66986 -3.22731 -2.06164
H -2.66749 -1.79006 -1.28207
H 0.56779 0.47666 5.41964
C -0.02009 4.46119 0.00547
C 0.50549 -3.86325 0.52662
N 2.63768 -0.00265 0.23048
H 5.13370 -1.27371 2.07229
```

Computed properties:
HOMO level = -0.1029 Eh
spin multiplicity = 1
largest force on an atom = 0.6 eV/A
DFT total energy = -11382.02687 hartree
net charge = -1
frontier orbital gap = 5.255 eV
ΔE to the lowest compared entry with this formula, charge and spin = 87.9 kJ/mol

Löwdin population analysis, charges in e, atoms 1 to 2: 0.059 -0.392